Entry from the Open Molecules 2025 dataset: a molecular structure, C20H54CoF6O19S2 at a distorted geometry (ωB97M-V with the def2-TZVPD basis set).

Positions of all 102 atoms, in Å:
C -3.201 -1.387 5.067
H -1.531 3.237 2.532
H -1.799 -1.254 3.394
O -0.428 -3.112 1.779
H -0.131 3.819 -3.539
H -2.026 3.612 -2.117
H 2.189 -0.460 -2.395
O 3.993 0.080 -1.144
O -2.225 -3.246 4.025
H 1.337 -3.652 -4.095
H -2.660 4.403 -3.600
H 2.713 -2.171 -0.623
H 3.531 -2.696 0.780
C 3.935 2.947 -4.107
C -4.505 -1.746 -2.417
H -2.752 -0.899 -3.333
H 3.280 -2.575 4.905
C -3.575 -1.514 -3.624
F -1.161 -5.629 0.081
F -1.565 -4.300 -1.598
H -1.021 0.874 -2.022
O 3.551 2.453 -0.133
C -0.922 3.141 -3.815
C -2.217 3.509 -3.193
H -0.956 3.071 -4.916
O 1.289 -0.797 -2.210
H 4.492 2.217 -4.715
O 1.081 -3.934 0.177
C 2.395 -2.215 4.340
H -2.661 0.609 1.714
O 2.082 -1.121 0.962
H -1.889 -2.277 6.133
H -1.990 1.519 4.444
H 0.462 -1.430 4.571
C -1.038 3.137 3.489
H -1.429 2.659 5.544
H -0.404 0.869 2.120
H 5.151 -1.433 -0.391
O 3.328 3.954 -4.912
O -0.426 -2.144 -0.424
O -1.114 0.314 -1.169
H 2.655 -0.310 4.137
C 1.359 4.120 -0.206
O -5.717 -2.501 -2.645
H -1.626 -3.432 3.303
H -2.838 3.146 4.650
C 3.180 -1.777 0.263
H -3.214 -2.477 -4.027
C 1.612 -3.093 -3.199
C -1.935 2.606 4.564
H -1.756 1.953 -0.107
H -3.065 0.852 -0.742
H 0.305 1.579 -3.691
O 2.815 -1.088 3.559
O -0.600 0.198 1.411
C 1.177 -2.002 5.116
H 2.292 -3.020 3.607
H 0.838 2.657 2.907
C -2.030 0.912 -0.327
H -3.982 -2.376 -1.671
O 2.003 2.281 1.665
F 2.053 5.124 0.307
H 1.399 -1.496 6.101
H -3.458 -1.944 2.985
H -4.136 -1.902 5.335
F 1.271 4.314 -1.590
H 1.437 -3.726 -2.311
C 0.832 -1.794 -3.207
C 2.835 2.145 -3.430
H -3.439 -0.320 4.971
H 4.616 3.396 -3.397
C -1.467 -4.390 -0.242
H 2.697 -2.889 -3.319
H 3.326 1.379 -2.838
H 0.752 -1.261 -4.153
H -0.652 4.126 3.760
H 0.759 -2.964 5.407
S -0.154 -3.329 0.403
H -0.163 -2.083 -2.859
H 4.563 -0.329 0.825
H 2.243 2.770 -2.748
O 0.075 2.218 3.315
H -6.306 -2.029 -3.248
S 2.156 2.469 0.257
H -2.825 2.618 -3.351
F -2.737 -4.115 0.232
F 0.162 4.226 0.296
O -0.533 1.873 -3.275
C 4.294 -0.813 -0.109
H -4.120 -0.933 -4.363
Co 0.598 -0.345 -0.260
O 2.000 1.564 -4.433
H -4.736 -0.793 -1.917
H 2.167 2.092 -5.195
C -1.956 0.189 0.981
O -2.230 -1.386 6.143
H 2.329 -0.948 1.904
O 1.422 1.513 -0.538
H -2.340 -0.823 0.928
H 4.009 0.997 -0.768
H 3.257 4.820 -4.490
C -2.654 -1.876 3.758

Summary:
Calculated total energy   -5002.35261 Ha
Spin multiplicity   4
<S²>   3.755
Net charge   0
E_LUMO (alpha / beta)   0.315 / 0.315 eV
Kohn-Sham gap (alpha / beta)   10.32 / 10.25 eV